Entry 1:
Formula: C41H44FeN9O
Source: the Open Molecules 2025 dataset
Level of theory: ωB97M-V/def2-TZVPD

ORCA input file:
```
! RIJCOSX wB97M-V def2-TZVPD def2/J DEFGRID3
* xyz 1 5
Fe -0.1024 -0.5425 -0.9269
C 4.1802 -0.8895 -1.4802
C 2.8118 -0.6934 -1.6831
N 1.9212 -0.7476 -0.7100
C 2.3552 -0.9715 0.5414
C 3.7013 -1.2201 0.8354
C 4.6219 -1.1684 -0.2225
C 4.0747 -1.5230 2.1911
C 3.1555 -1.5522 3.1738
C 1.7716 -1.2584 2.9114
C 0.7836 -1.2548 3.9124
C -0.5055 -0.9743 3.5727
C -0.8068 -0.6991 2.2320
N 0.0973 -0.6870 1.2794
C 1.3715 -0.9614 1.6071
H 4.8685 -0.8315 -2.3141
H 2.4198 -0.4918 -2.6721
H 5.6759 -1.3503 -0.0394
H 5.1168 -1.7353 2.4035
H 3.4485 -1.7944 4.1900
H 1.0481 -1.4793 4.9404
H -1.2921 -0.9660 4.3165
H -1.8244 -0.4929 1.9183
N -1.9009 -0.3644 -1.1541
C -2.9730 0.3080 -1.1411
C -2.9978 1.8140 -1.0072
C -2.6147 2.4421 0.1709
C -2.6012 3.8291 0.2609
C -2.9546 4.6005 -0.8377
C -3.3435 3.9792 -2.0183
C -3.3799 2.5918 -2.0978
C -4.3169 -0.3517 -1.3060
C -4.4167 -1.5572 -1.9944
C -5.6406 -2.1928 -2.1332
C -6.7822 -1.6350 -1.5704
C -6.6951 -0.4353 -0.8799
C -5.4704 0.2106 -0.7592
H -2.3210 1.8369 1.0230
H -2.3051 4.3146 1.1858
H -2.9303 5.6818 -0.7697
H -3.6236 4.5754 -2.8797
H -3.7005 2.1056 -3.0139
H -3.5213 -1.9801 -2.4316
H -5.7082 -3.1229 -2.6856
H -7.7400 -2.1313 -1.6779
H -7.5833 0.0037 -0.4399
H -5.4069 1.1537 -0.2289
C 1.7412 5.1471 3.7490
C 2.9112 5.1358 2.7735
N 2.7089 4.2144 1.6467
C 3.5015 2.9894 1.6176
C 3.1626 2.0345 2.7558
C 1.9028 4.6398 0.6438
O 1.3784 5.7446 0.6405
C 1.5756 3.7095 -0.4957
C 1.6046 4.2177 -1.7876
C 1.1126 3.4482 -2.8241
C 0.5751 2.2068 -2.5263
N 0.5478 1.7038 -1.2929
C 1.0451 2.4465 -0.3025
H 1.9368 5.8524 4.5590
H 1.5750 4.1593 4.1856
H 0.8334 5.4631 3.2339
H 3.8328 4.8372 3.2739
H 3.0519 6.1359 2.3686
H 4.5603 3.2595 1.6664
H 3.3447 2.4956 0.6622
H 3.3673 2.4861 3.7282
H 3.7670 1.1272 2.6749
H 2.1031 1.7567 2.7278
H 1.9880 5.2162 -1.9576
H 1.1123 3.8143 -3.8429
H 0.1186 1.5981 -3.3020
H 0.9875 2.0137 0.6946
C -1.4001 -3.4188 -1.6831
N -0.0926 -3.0085 -1.1029
C 0.9758 -3.5649 -1.9694
N 0.8974 -5.0117 -2.1000
C -0.4205 -5.3554 -2.6559
N -1.5132 -4.8674 -1.8080
C -1.3649 -5.4640 -0.4769
N -0.0682 -5.1236 0.1289
C 0.0271 -3.6744 0.2193
C 0.9978 -5.6023 -0.7597
H -1.4949 -2.9613 -2.6677
H -2.1918 -3.0316 -1.0458
H 1.9465 -3.3013 -1.5428
H 0.8871 -3.1127 -2.9605
H -0.4936 -6.4388 -2.7453
H -0.5147 -4.9153 -3.6498
H -1.4442 -6.5476 -0.5591
H -2.1663 -5.1006 0.1678
H 0.9939 -3.4158 0.6560
H -0.7701 -3.3010 0.8634
H 0.9328 -6.6865 -0.8432
H 1.9661 -5.3414 -0.3269
*
```

## Properties
HOMO level (alpha / beta): -9.76 / -10.19 eV
frontier orbital gap (alpha / beta): 0.2339 / 0.2477 Eh
E_tot: -93073.539 eV
expectation value of S²: 6.018
LUMO level (alpha / beta): -3.392 / -3.452 eV

=====

Entry 2:
Formula: C41H45ClN3P2Ru
Source: the Open Molecules 2025 dataset
Level of theory: ωB97M-V/def2-TZVPD

ORCA input file:
```
! RIJCOSX wB97M-V def2-TZVPD def2/J DEFGRID3
* xyz 3 5
Ru -0.0918 -0.0124 -0.2245
Cl -0.0431 -0.1623 -2.6449
P -0.0387 2.2588 -0.3458
P 0.0510 -2.2699 -0.1454
C 0.0772 3.1738 1.2553
C -1.5837 2.9977 -1.0038
C 1.4035 2.9780 -1.2512
C 1.6007 -3.1907 -0.4507
C -0.5232 -3.0830 1.4160
C -1.1905 -2.8949 -1.3516
C 1.2498 3.8186 1.6668
C 1.3059 4.4559 2.9046
C 0.1917 4.4652 3.7432
C -0.9870 3.8257 3.3341
C -1.0489 3.2008 2.0875
H 2.1216 3.8383 1.0158
H 2.2290 4.9497 3.2051
H 0.2311 4.9798 4.7036
H -1.8646 3.8330 3.9720
H -1.9844 2.7630 1.7414
C 2.7138 2.5695 -0.9420
C 3.7812 3.0339 -1.7243
C 3.5730 4.0484 -2.6662
C 2.2789 4.5086 -2.9139
C 1.1931 3.9362 -2.2513
H 2.8835 1.8907 -0.0927
H 4.7851 2.6333 -1.5902
H 4.4170 4.4891 -3.2065
H 2.1040 5.3038 -3.6369
H 0.1826 4.2412 -2.4953
C -1.9342 4.3358 -0.7432
C -3.1072 4.8715 -1.2801
C -3.9284 4.0876 -2.0946
C -3.5893 2.7562 -2.3414
C -2.4352 2.2006 -1.7788
H -1.3071 4.9608 -0.1064
H -3.3785 5.9024 -1.0638
H -4.8324 4.5168 -2.5336
H -4.2337 2.1480 -2.9752
H -2.1726 1.1565 -1.9489
C -1.8458 -3.5002 1.6003
C -2.2508 -4.0841 2.8041
C -1.3388 -4.2459 3.8515
C -0.0231 -3.8056 3.6821
C 0.3839 -3.2353 2.4755
H -2.5719 -3.3905 0.7970
H -3.2813 -4.4239 2.9211
H -1.6504 -4.7142 4.7862
H 0.6940 -3.9186 4.4910
H 1.4210 -2.9344 2.3451
C 2.6611 -2.5458 -1.1011
C 3.8624 -3.2168 -1.3603
C 4.0127 -4.5544 -0.9921
C 2.9618 -5.1989 -0.3335
C 1.7625 -4.5336 -0.0681
H 2.5119 -1.5056 -1.3886
H 4.6925 -2.7094 -1.8573
H 4.9343 -5.0946 -1.2208
H 3.0713 -6.2337 -0.0242
H 0.9570 -5.0561 0.4460
C -0.9400 -4.0030 -2.1673
C -1.9141 -4.4275 -3.0753
C -3.1204 -3.7370 -3.2107
C -3.3615 -2.6266 -2.3992
C -2.4230 -2.2332 -1.4454
H -0.0018 -4.5434 -2.0774
H -1.7343 -5.3127 -3.6816
H -3.8783 -4.0694 -3.9293
H -4.2983 -2.0775 -2.4861
H -2.6567 -1.3993 -0.7762
H 1.9157 -0.0556 -1.0229
H 1.4600 0.5067 -0.6720
C -2.6524 -0.3226 3.5533
N -1.2513 -0.0541 3.8810
C -1.0046 0.3840 5.2608
C -0.3548 0.0314 2.8525
N -0.8587 0.0907 1.6074
N 0.9742 0.0105 3.0751
C 1.5578 -0.3796 4.3650
C 1.8796 0.3010 1.9631
H -3.2078 -0.4195 4.4895
H -2.7113 -1.2554 2.9836
H -3.0647 0.5148 2.9786
H -0.6364 -0.4380 5.9039
H -0.2856 1.2208 5.2926
H -1.9560 0.7649 5.6701
H -1.8678 0.1477 1.6680
H 2.6039 -0.6120 4.1864
H 1.5228 0.4393 5.1091
H 1.0450 -1.2706 4.7772
H 1.6439 -0.3583 1.0974
H 1.7914 1.3591 1.6965
H 2.8955 0.0961 2.2866
*
```

## Properties
HOMO level (alpha / beta): -16.68 / -16.51 eV
frontier orbital gap (alpha / beta): 0.2945 / 0.1388 Eh
E_tot: -81371.310 eV
expectation value of S²: 6.021
LUMO level (alpha / beta): -8.671 / -12.736 eV

=====

Entry 3:
Formula: C41H45FGeN2O6S3SiTc
Source: the Open Molecules 2025 dataset
Level of theory: ωB97M-V/def2-TZVPD

ORCA input file:
```
! RIJCOSX wB97M-V def2-TZVPD def2/J DEFGRID3
* xyz 1 1
Tc -0.0783 0.1225 0.3411
C -0.1276 1.6973 5.2552
Si 0.3962 0.3007 4.2135
C 1.9567 -0.5435 4.6848
C -0.6158 -2.3159 4.0279
N -0.8701 -0.8899 4.1259
C -2.1438 -0.4201 3.8651
C -3.0365 0.0283 4.8445
C -4.2356 0.6504 4.4473
C -4.6060 0.8364 3.1044
C -3.7576 0.3798 2.1080
C -2.5828 -0.2338 2.5186
F -1.7405 -0.7332 1.5122
H 0.5038 2.5709 5.0741
H -0.0119 1.5549 6.3195
H -1.1575 1.9911 5.1388
H 1.7372 -1.0489 5.6094
H 2.7825 0.1337 4.8670
H 2.2194 -1.2964 3.9356
H -1.4849 -2.8749 4.4912
H 0.3142 -2.5518 4.5786
H -0.5417 -2.7268 2.9795
H -2.8485 -0.1239 5.9006
H -4.9615 0.8944 5.2239
H -5.5194 1.3832 2.9490
H -3.9893 0.4793 1.0462
C 5.1984 2.9017 2.6855
O 4.3172 3.9728 2.4093
C 2.9798 3.6683 2.3957
C 2.1284 4.7097 2.0131
C 0.7997 4.5098 1.7856
C 0.2637 3.2085 1.7906
C -1.0402 2.9096 1.0902
C -2.1260 3.9788 1.0878
O -1.2788 1.8626 0.4636
C 1.1114 2.2014 2.3103
O 0.6295 0.9655 2.5440
C 2.4664 2.3996 2.6175
H 6.2051 3.2855 2.4058
H 4.9838 1.9647 2.1618
H 5.1448 2.7233 3.7544
H 2.5653 5.6416 1.8019
H 0.3288 5.4144 1.4400
H -3.0257 3.6118 0.6260
H -1.7956 4.8693 0.6380
H -2.3434 4.1777 2.1380
H 3.0510 1.5766 2.9362
C 3.1214 -1.6475 -0.9379
S 2.5554 -0.7786 0.4620
O 1.2614 -1.4276 0.8930
O 3.5282 -0.8097 1.4871
O 2.1094 0.5955 0.0498
H 3.4181 -2.6090 -0.5593
H 3.9412 -1.0648 -1.3786
H 2.2763 -1.7018 -1.6659
S -2.2088 -3.6839 -1.7410
C -1.0487 -4.2630 -0.7661
N 0.2915 -4.0642 -0.7848
C 1.0579 -4.4794 0.3964
C 0.2906 -5.5738 1.0939
S -1.4192 -5.4157 0.5391
H 0.6658 -3.4516 -1.4654
H 1.1502 -3.6203 1.0809
H 2.0700 -4.7722 0.1340
H 0.4201 -5.5012 2.1774
H 0.7096 -6.5307 0.8052
C -0.3550 -0.1988 -1.2876
Ge -0.6024 -0.2516 -3.2232
C -0.2676 1.5577 -3.8635
C 1.0262 2.1283 -3.6850
C 1.4437 3.2051 -4.4175
C 0.6444 3.7546 -5.3968
C -0.6302 3.2822 -5.5904
C -1.0631 2.1871 -4.8161
C -2.4816 -0.6929 -3.3939
C -3.0346 -1.4728 -4.4251
C -4.4093 -1.7752 -4.4743
C -5.2484 -1.2786 -3.4867
C -4.7400 -0.5138 -2.4608
C -3.3507 -0.2710 -2.3899
C 0.8226 -1.4823 -3.8777
C 0.7284 -2.9026 -3.8675
C 1.7979 -3.6664 -4.3807
C 2.9573 -3.0612 -4.8986
C 3.0624 -1.6561 -4.8737
C 1.9851 -0.9201 -4.3719
H 1.6582 1.7988 -2.8847
H 2.4618 3.5998 -4.3171
H 1.0555 4.4694 -6.0989
H -1.2974 3.6351 -6.3342
H -2.0555 1.7618 -5.0783
H -2.3810 -1.7369 -5.2741
H -4.8534 -2.2625 -5.3381
H -6.2970 -1.5570 -3.5055
H -5.3160 -0.2096 -1.6086
H -2.9713 0.2697 -1.5171
H -0.1800 -3.3621 -3.5339
H 1.7761 -4.7313 -4.3666
H 3.7628 -3.6863 -5.3135
H 3.8969 -1.1435 -5.3193
H 2.1005 0.1653 -4.4062
*
```

## Properties
HOMO level: -10.23 eV
frontier orbital gap: 0.2781 Eh
E_tot: -160323.001 eV
energy above the lowest of the compared OMol25 structures with the same formula, charge and spin: 0.000 eV
LUMO level: -2.661 eV

=====

Entry 4:
Formula: C41H46ClN3O10
Source: the Open Molecules 2025 dataset
Level of theory: ωB97M-V/def2-TZVPD

ORCA input file:
```
! RIJCOSX wB97M-V def2-TZVPD def2/J DEFGRID3
* xyz 0 1
C 1.3146 1.2692 1.0935
C 0.0175 1.4495 0.3531
N -0.5591 0.2361 -0.1961
C -1.8729 -0.0333 -0.5782
C -1.9536 -1.3588 -1.0782
N -0.6541 -1.8137 -1.0409
C 0.1469 -0.9082 -0.4351
C -0.3983 -3.2518 -1.3803
H 1.9544 0.7697 0.4063
H 1.0611 0.6201 1.8555
H 1.8803 2.1626 1.4033
H 0.1916 2.2390 -0.4507
H -0.6005 1.9245 1.1153
H -2.6294 0.7151 -0.2279
H -2.7441 -2.0185 -1.2287
H 1.2074 -0.9858 -0.2773
H 0.3579 -3.6203 -0.8233
H 0.0105 -3.2808 -2.4921
H -1.1076 -3.8234 -1.3223
Cl 3.2544 -3.0519 0.0668
N 4.9160 3.3279 2.9275
C 5.3597 2.7208 1.7882
C 6.3590 3.4114 0.9755
C 7.0299 4.5820 1.5080
C 6.4243 5.2425 2.5970
C 5.3983 4.5448 3.3579
H 4.7750 1.7533 1.2717
H 6.8067 3.0379 0.1775
H 7.9389 4.9976 1.2175
H 6.8346 5.9875 2.9664
H 4.9540 4.8854 4.3346
C -4.4042 -0.1043 1.8445
C -5.0016 1.1355 1.4087
C -4.3050 2.3771 1.6611
C -3.1190 2.3709 2.4366
C -2.6762 1.2164 3.1113
C -3.2047 0.0087 2.6033
O -2.6049 -1.0538 3.2994
O -4.7609 3.5664 1.1521
H -4.9960 -1.1462 1.9526
H -6.0500 1.0447 0.9696
H -2.3307 3.1872 2.6666
H -1.9271 1.1301 3.8101
H -2.6673 -1.8482 2.7512
H -5.7472 3.3731 0.8936
C 1.1682 5.0852 -1.2843
C -0.4313 4.7697 -1.4752
C -1.2356 4.8555 -0.2891
C -0.6293 4.9440 0.9274
C 0.7633 5.1152 1.1464
C 1.6762 5.2852 0.0425
O 3.0055 5.7134 0.1472
O -2.5446 4.8723 -0.5362
H 1.8659 5.0633 -2.0867
H -0.6166 4.4732 -2.4505
H -1.3841 4.9985 1.7585
H 1.1859 5.4562 2.0855
H 3.5595 5.1451 0.6756
H -3.2272 4.8040 0.2314
C -3.2470 -4.4943 -3.9191
C -4.2927 -5.4632 -3.7662
C -4.2639 -6.7143 -4.5774
C -3.1714 -6.9435 -5.2825
C -2.1480 -5.9901 -5.4793
C -2.1696 -4.7004 -4.7578
O -1.1095 -3.8460 -4.6313
O -5.1253 -7.7346 -4.3747
H -3.4061 -3.5413 -3.2971
H -5.0490 -5.1839 -3.1039
H -2.9851 -7.9169 -5.8969
H -1.1778 -6.2810 -5.7971
H -0.4153 -4.1985 -5.1304
H -4.8466 -8.5314 -4.7652
C 0.3903 1.5989 -3.2302
C -0.8182 1.0106 -4.0602
C -0.6948 -0.2224 -4.6073
C 0.3996 -1.0219 -4.2989
C 1.5539 -0.4844 -3.5895
C 1.5779 0.8081 -3.1182
O 2.6557 1.3405 -2.5842
O -1.7492 -0.7906 -5.1582
H 0.3632 2.7416 -2.8382
H -1.6514 1.6384 -4.2331
H 0.5868 -2.1283 -4.8602
H 2.6224 -1.0568 -3.5054
H 3.0532 0.7970 -1.9504
H -1.6650 -1.6370 -5.1229
C 0.7622 -1.7145 4.4922
C 0.9801 -1.8589 5.9552
C 1.8431 -2.8007 6.4492
C 2.3332 -3.7877 5.5789
C 2.2230 -3.6643 4.1697
C 1.4486 -2.5518 3.6277
O 1.2545 -2.4690 2.2949
O 1.8757 -2.9596 7.7903
H -0.0276 -1.0761 4.1010
H 0.6090 -1.1206 6.6450
H 2.7642 -4.6882 5.8843
H 2.5131 -4.4457 3.5321
H 2.1105 -2.7584 1.7748
H 1.0588 -2.7274 8.3027
*
```

## Properties
HOMO level: -7.30 eV
frontier orbital gap: 0.2700 Eh
E_tot: -80718.739 eV
energy above the lowest of the compared OMol25 structures with the same formula, charge and spin: 0.574 eV
LUMO level: 0.043 eV

=====

Entry 5:
Formula: C41H46HgP2
Source: the Open Molecules 2025 dataset
Level of theory: ωB97M-V/def2-TZVPD

ORCA input file:
```
! RIJCOSX wB97M-V def2-TZVPD def2/J DEFGRID3
* xyz 0 1
Hg -0.4109 -0.4985 -0.2670
C 4.2250 0.5137 0.4448
C 3.6080 1.2886 1.3537
C 3.4078 2.7707 1.2459
C 3.1292 3.3109 -0.1656
C 2.1907 2.5320 -1.0449
C 2.4650 1.3559 -1.6235
C 3.8658 1.0192 -2.0347
C 4.8489 0.9477 -0.8382
C -3.1963 -1.0928 -1.7375
H 4.4405 -0.5212 0.7119
H 3.5098 0.8873 2.3706
H 4.3362 3.2612 1.5924
H 2.6126 3.0725 1.9448
H 2.6928 4.3093 -0.0378
H 4.0891 3.4739 -0.6691
H 1.3251 3.1296 -1.3608
H 1.7080 0.6714 -2.0043
H 4.2605 1.7956 -2.7184
H 3.8707 0.0668 -2.5854
H 5.6161 0.2017 -1.1008
H 5.3669 1.9165 -0.7281
H -2.6803 -0.9388 -2.6936
H -3.6832 -0.1455 -1.4566
H -3.9880 -1.8386 -1.9148
P 0.9496 0.2719 1.6001
P -0.9116 1.7691 -1.4915
C 0.3198 1.9572 1.2123
C -0.3910 2.4589 0.1199
C 0.3787 0.0490 3.3045
C 0.8460 0.9663 4.2641
C 0.5777 0.7530 5.6137
C -0.1980 -0.3441 6.0021
C -0.7378 -1.2047 5.0369
C -0.4608 -1.0162 3.6851
C 2.0448 -1.2412 1.3506
C 2.1705 -1.9436 0.1248
C 3.1814 -2.8783 -0.0553
C 4.0955 -3.1149 0.9775
C 3.9213 -2.5151 2.2314
C 2.8464 -1.6537 2.4375
C -2.6236 2.2996 -1.6819
C -3.4104 2.4598 -0.5160
C -4.7085 2.9471 -0.6060
C -5.2487 3.2968 -1.8450
C -4.4813 3.1477 -3.0025
C -3.1810 2.6550 -2.9351
C -0.3665 1.1852 -3.1469
C -0.1667 -0.1992 -3.4197
C 0.5240 -0.6294 -4.5497
C 0.8237 0.2839 -5.5700
C 0.4390 1.6195 -5.4143
C -0.0401 2.0870 -4.1855
H 0.3760 2.6173 2.0915
H -0.6825 3.5159 0.2150
H 1.4212 1.8316 3.9336
H 0.9649 1.4566 6.3491
H -0.4070 -0.4967 7.0600
H -1.3853 -2.0228 5.3547
H -0.8900 -1.6729 2.9257
H 1.4720 -1.7905 -0.7155
H 3.2506 -3.4228 -1.0035
H 4.9250 -3.7989 0.8146
H 4.6061 -2.7298 3.0577
H 2.6267 -1.2780 3.4410
H -2.9726 2.2402 0.4590
H -5.2912 3.0736 0.3032
H -6.2536 3.7064 -1.9014
H -4.8990 3.4364 -3.9656
H -2.5825 2.5789 -3.8436
H -0.4982 -0.9529 -2.6937
H 0.8199 -1.6795 -4.6359
H 1.3360 -0.0546 -6.4709
H 0.5264 2.3152 -6.2499
H -0.1594 3.1596 -4.0073
C -2.3250 -4.6899 1.3698
C -3.1810 -3.5065 0.9596
C -4.2217 -4.0180 -0.0364
C -3.8613 -2.9355 2.2050
C -2.3443 -2.4430 0.2914
C -2.2791 -1.5675 -0.6417
H -2.9674 -5.4827 1.7679
H -1.6015 -4.4061 2.1344
H -1.7837 -5.0804 0.5068
H -4.8252 -4.8111 0.4223
H -4.8967 -3.2279 -0.3828
H -3.7191 -4.4421 -0.9143
H -3.1187 -2.6967 2.9761
H -4.4106 -2.0142 1.9789
H -4.5705 -3.6659 2.6207
*
```

## Properties
HOMO level (alpha / beta): -4.57 / -4.51 eV
frontier orbital gap (alpha / beta): 0.1439 / 0.1551 Eh
E_tot: -66004.408 eV
energy above the lowest of the compared OMol25 structures with the same formula, charge and spin: 2.011 eV
LUMO level (alpha / beta): -0.652 / -0.291 eV